88
Properties=species:S:1:pos:R:3:lowdin_charge:R:1 method="wB97M-V/def2-TZVPD" total_charge=+1 e_homo_ev="-9.68 / -9.68" homo_lumo_gap_ev="5.567 / 5.568" energy_ha=-2720.62383
W 0.06920 0.30090 0.12070 1.718
F -1.83130 -2.04180 4.79420 0.087
C -1.03990 -1.10450 4.26330 -0.270
C -0.89390 -1.04960 2.88800 -0.034
C -0.06340 -0.11270 2.25510 -0.174
C 0.62230 0.80020 3.12090 -0.128
C 0.41020 0.73760 4.50750 -0.203
F 0.98950 1.61990 5.34130 0.074
C -0.40150 -0.20770 5.09750 0.075
C 1.55720 1.73540 2.48960 -0.182
C 2.47550 2.54430 3.17180 0.029
C 3.32510 3.37490 2.46880 -0.022
C 3.25510 3.38880 1.07950 -0.022
C 2.36220 2.54240 0.46140 -0.105
N 1.52950 1.73250 1.13130 -0.023
H -1.45270 -1.78990 2.32800 0.093
H -0.53820 -0.23580 6.16480 0.136
H 2.52940 2.52890 4.24540 0.112
H 4.04050 3.99470 2.98710 0.118
H 3.88280 4.03420 0.48780 0.114
H 2.30730 2.50420 -0.62310 0.120
O -4.94180 -5.59240 -0.09920 0.103
N -3.73560 -5.45160 -0.13180 -0.332
O -2.94540 -6.37410 -0.19450 0.092
C -3.24380 -4.09840 -0.09670 -0.056
C -4.19620 -3.10420 -0.05480 0.094
C -3.85320 -1.74360 -0.04250 -0.115
C -4.82420 -0.72430 -0.04960 0.033
C -4.39000 0.58150 -0.07220 -0.005
C -3.03090 0.87100 -0.05560 -0.054
N -2.04910 -0.05840 -0.00180 -0.019
C -2.47710 -1.37370 -0.02390 -0.148
C -1.48550 -2.38780 -0.03210 -0.146
N -0.18580 -1.95750 0.04230 0.012
C 0.77090 -2.90850 -0.02260 -0.053
C 0.50330 -4.25560 -0.10970 0.006
C -0.80690 -4.70960 -0.12010 0.051
C -1.84670 -3.77080 -0.09300 -0.038
H -5.23840 -3.39010 -0.03700 0.139
H -5.87300 -0.97200 -0.05970 0.130
H -5.09420 1.39530 -0.10990 0.121
H -2.73600 1.91150 -0.10280 0.118
H 1.79760 -2.57540 -0.01240 0.108
H 1.32250 -4.95450 -0.15530 0.123
H -1.02030 -5.76460 -0.15290 0.112
N 7.45700 -0.05130 -7.08410 0.182
C 6.61880 -0.01640 -6.30450 -0.183
C 5.57420 -0.00080 -5.34990 -0.222
C 4.79570 -1.14470 -5.17180 0.000
C 3.78000 -1.14490 -4.23770 -0.003
C 3.54800 -0.02020 -3.44560 -0.197
C 4.33210 1.11600 -3.62390 -0.005
C 5.33370 1.13290 -4.57550 -0.002
C 2.50050 -0.07740 -2.40110 -0.026
C 2.92980 -0.24000 -1.06870 -0.250
C 4.24620 -0.43300 -0.60690 0.020
C 4.15920 -0.73970 0.74470 -0.035
C 2.81520 -0.71800 1.07230 -0.136
N 2.04630 -0.39830 -0.00980 -0.143
C 1.16170 -0.08850 -2.80700 -0.239
C 0.69730 0.08490 -4.13280 0.018
C -0.67820 -0.00090 -4.08710 -0.038
C -1.01700 -0.22050 -2.75420 -0.109
N 0.07360 -0.27600 -1.95840 -0.081
H 4.99970 -2.02660 -5.76070 0.127
H 3.17430 -2.02790 -4.10060 0.129
H 4.14710 1.99120 -3.01830 0.123
H 5.93650 2.01680 -4.71710 0.126
H 5.13950 -0.37820 -1.19300 0.117
H 4.96400 -0.96940 1.41330 0.106
H 2.36670 -0.95300 2.02620 0.122
H 1.30700 0.26380 -4.99620 0.120
H -1.36950 0.09360 -4.90010 0.104
H -2.01660 -0.36490 -2.37880 0.108
O -0.87620 2.20700 0.87240 -0.083
C -0.40830 2.80290 -0.14790 -0.579
O 0.04860 2.04130 -1.06580 -0.107
C -0.27140 4.24970 -0.24150 -0.141
C 0.39050 4.81060 -1.33850 -0.012
C 0.63420 6.16720 -1.36890 -0.059
C 0.19220 6.97450 -0.32950 -0.056
C -0.48230 6.42450 0.75170 -0.057
C -0.70320 5.06260 0.80830 0.002
H 0.70670 4.17000 -2.14790 0.121
H 1.16930 6.59970 -2.19910 0.110
H 0.37350 8.03560 -0.36450 0.110
H -0.83130 7.05990 1.55160 0.111
H -1.19640 4.60530 1.65290 0.123

13
Properties=species:S:1:pos:R:3:lowdin_charge:R:1 method="wB97M-V/def2-TZVPD" total_charge=0 e_homo_ev=-8.64 homo_lumo_gap_ev=9.283 energy_ha=-663.57090 de_lowest_ev=4.289
C 0.16991 1.87766 -0.04813 -0.082
C -0.21580 0.36966 0.00144 -0.426
C -1.38283 -0.25827 0.12198 -0.061
C -1.09374 -1.70286 -0.04485 -0.112
H -0.64665 2.61592 -0.95418 0.179
H 1.17571 1.70974 -0.70945 0.063
H 0.22250 2.25664 1.12475 0.118
H -2.37115 0.13155 0.20372 0.088
H -1.86346 -2.38111 0.17674 0.081
H 2.39383 -1.78306 0.43572 -0.101
N 0.22540 -1.80486 -0.22934 -0.016
N 0.83707 -0.53798 -0.09243 -0.516
S 2.54919 -0.49303 0.01403 0.785

62
Properties=species:S:1:pos:R:3:lowdin_charge:R:1 method="wB97M-V/def2-TZVPD" total_charge=-2 e_homo_ev="1.16 / -1.22" homo_lumo_gap_ev="3.234 / 5.617" energy_ha=-2829.03535 de_lowest_ev=0.000 spin_multiplicity=5
Fe -0.01366 0.39972 -0.12839 0.500
N 2.49099 -0.67266 2.14904 0.117
C 1.41353 -0.05962 2.77789 -0.506
N 1.38348 0.12135 4.09199 -0.014
N 0.18291 0.69005 4.31061 -0.134
N -0.44649 0.84353 3.19290 -0.101
N 0.30892 0.36742 2.17657 0.007
C 2.90799 -0.33654 0.86904 -0.503
N 4.15570 -0.54452 0.46508 -0.013
N 4.14402 -0.17240 -0.82977 -0.143
N 2.96484 0.23237 -1.16988 -0.084
N 2.14034 0.14139 -0.10316 -0.035
H 3.26761 -0.80814 2.77661 0.110
C -0.90616 -2.31904 -3.44592 -0.008
C -0.93429 -0.85453 -3.05851 -0.537
O 0.04098 -0.30100 -2.58284 0.015
N -2.11748 -0.21642 -3.27955 0.067
C -2.44028 0.99919 -2.50373 -0.146
C -3.05133 0.65784 -1.18148 -0.314
C -4.41994 0.65590 -1.05451 -0.119
C -5.05183 0.32565 0.16334 -0.172
C -4.16247 0.08203 1.24973 -0.147
C -2.81121 0.10662 1.05918 -0.214
N -2.18810 0.32764 -0.15245 0.007
H 0.12337 -2.61527 -3.63049 0.078
H -1.52285 -2.52706 -4.32146 0.067
H -1.28726 -2.90127 -2.60252 0.079
H -2.91197 -0.83726 -3.35799 0.121
H -3.14787 1.58166 -3.09750 0.101
H -1.51739 1.56645 -2.36941 0.092
H -5.00875 0.93727 -1.92470 0.081
H -6.12728 0.34188 0.27875 0.046
H -4.53111 -0.07888 2.25706 0.076
H -2.14940 0.00890 1.90942 0.051
C -0.00918 4.70422 -0.62686 -0.098
C -0.03673 3.50448 0.33384 -0.686
C -1.37149 3.49946 1.08962 -0.082
C 1.10797 3.67246 1.35079 -0.074
C 0.11366 2.22851 -0.44216 -0.139
H -0.01188 5.65187 -0.07338 0.063
H -0.88345 4.68652 -1.28334 0.067
H 0.88582 4.67029 -1.25385 0.067
H -1.52468 4.44583 1.62570 0.068
H -1.39477 2.68269 1.81116 0.045
H -2.19900 3.34907 0.39133 0.071
H 1.01066 4.62152 1.89504 0.065
H 2.07491 3.65950 0.84016 0.076
H 1.09551 2.85730 2.07402 0.054
H 0.89737 2.23240 -1.21525 0.025
N 0.22593 -6.05314 0.04732 0.079
C 0.18773 -4.65118 0.03701 -0.336
C 1.12012 -3.91151 -0.68293 -0.021
C 1.02697 -2.53216 -0.68712 -0.131
N 0.08008 -1.86238 -0.02735 0.038
C -0.81551 -2.57203 0.65851 -0.102
C -0.80700 -3.95402 0.71538 -0.022
H 1.14885 -6.42289 -0.12466 0.077
H -0.16556 -6.45306 0.88679 0.078
H 1.91902 -4.39860 -1.22955 0.106
H 1.73660 -1.92416 -1.23458 0.095
H -1.57147 -2.00371 1.18586 0.090
H -1.56114 -4.47575 1.29250 0.103

22
Properties=species:S:1:pos:R:3:lowdin_charge:R:1 method="wB97M-V/def2-TZVPD" total_charge=+1 e_homo_ev="-12.70 / -12.68" homo_lumo_gap_ev="9.252 / 5.836" energy_ha=-383.28641 de_lowest_ev=2.427 spin_multiplicity=2
C -1.08737 0.55036 -0.95241 -0.312
C -0.42842 1.57152 -0.06436 -0.171
C 0.84541 1.03931 0.69995 -0.164
N 2.63054 -1.94038 -0.72795 0.205
C 1.88960 -1.21849 0.16244 -0.070
C 1.44286 0.03379 -0.18346 -0.062
N -2.48835 0.55651 -0.55627 -0.037
H -0.80329 -0.59982 -0.68594 0.140
H -0.99805 0.49319 -1.95845 0.073
H -1.28756 1.86938 0.62009 0.128
H -0.08427 2.46941 -0.59261 0.121
H 1.72692 1.88713 0.79855 0.199
H 0.59879 0.49207 1.68734 0.129
H 2.32077 -2.02551 -1.59090 0.061
H 3.13761 -2.78947 -0.25042 0.202
H 1.72779 -1.53802 1.23613 0.169
H 1.34028 0.25430 -1.31122 0.171
H -2.89573 1.49008 -0.22446 0.117
H -3.13374 0.17259 -1.24306 0.087
H -1.30261 -0.58058 2.37376 0.044
H -1.96668 -0.98598 1.10881 0.035
O -1.18448 -1.20140 1.65441 -0.065

61
Properties=species:S:1:pos:R:3:lowdin_charge:R:1 method="wB97M-V/def2-TZVPD" total_charge=+1 e_homo_ev="-10.85 / -11.54" homo_lumo_gap_ev="6.576 / 7.254" energy_ha=-2463.63997 de_lowest_ev=0.278 spin_multiplicity=3
W 0.09506 -0.16185 -0.37793 1.304
C 1.00198 2.53240 2.69848 -0.030
C 1.30982 2.45367 1.23216 -0.291
C 1.81948 1.25764 0.67608 -0.192
C 2.24988 1.21636 -0.66002 -0.169
C 2.14448 2.35597 -1.46685 -0.067
C 1.61298 3.51066 -0.93293 -0.044
C 1.19356 3.55262 0.40001 -0.028
H 1.93118 2.55671 3.27114 0.101
H 0.43631 1.66251 3.03621 0.073
H 0.43980 3.43241 2.94262 0.087
H 2.08327 0.43100 1.33052 0.106
H 2.75386 0.32499 -1.01315 0.104
H 2.49042 2.33301 -2.49021 0.115
H 1.53674 4.39543 -1.55025 0.116
H 0.81931 4.48309 0.81298 0.125
C -1.87483 -4.89727 3.91968 -0.030
C -0.91914 -4.36592 2.89359 -0.240
C -0.21471 -3.18456 3.12122 -0.036
C 0.63677 -2.66749 2.15891 -0.074
C 0.80319 -3.34906 0.96081 -0.294
C 0.14227 -4.55174 0.72705 -0.034
C -0.71986 -5.04359 1.69049 0.003
S 1.81209 -2.65970 -0.29857 0.632
O 2.42182 -3.69074 -1.06644 -0.229
O 2.56128 -1.57902 0.30499 -0.331
N 0.75559 -1.80980 -1.27323 -0.338
C -0.28789 -2.60267 -1.91557 -0.176
C -1.56104 -2.45839 -1.09073 -0.600
O -2.49457 -3.20065 -1.10551 0.144
O -1.50890 -1.35440 -0.31944 -0.322
H -1.61762 -4.54977 4.91922 0.084
H -1.88279 -5.98616 3.92259 0.088
H -2.89021 -4.56133 3.69826 0.095
H -0.32156 -2.67688 4.07278 0.124
H 1.21092 -1.76944 2.35593 0.108
H 0.31666 -5.10180 -0.18791 0.126
H -1.24241 -5.97461 1.51302 0.130
H -0.00296 -3.64644 -2.03366 0.125
H -0.48244 -2.18628 -2.90690 0.111
I -4.01196 0.29011 4.37653 0.945
C -2.75904 0.78518 2.83442 -0.757
C -2.64505 2.00965 2.21114 -0.103
N -1.71393 1.88277 1.25549 0.016
N -1.20899 0.63574 1.22726 -0.139
C -1.85348 -0.04472 2.17318 -0.161
H -3.15745 2.94333 2.37139 0.136
H -1.39268 2.56116 0.58213 0.129
H -1.64351 -1.09178 2.30965 0.101
Te -1.36885 0.87755 -2.34440 1.143
C -0.28141 2.25621 -3.50528 -0.648
C -0.58841 3.61042 -3.40909 -0.179
C 0.06258 4.53387 -4.21438 -0.081
C 1.02699 4.11123 -5.11764 -0.067
C 1.32756 2.76025 -5.22648 -0.076
C 0.67115 1.83520 -4.42895 -0.164
H -1.34240 3.95407 -2.71052 0.091
H -0.18762 5.58443 -4.14118 0.111
H 1.53604 4.83091 -5.74504 0.111
H 2.06722 2.42384 -5.94113 0.112
H 0.90545 0.78167 -4.52657 0.101